37
Properties=species:S:1:pos:R:3:forces:R:3:nbo_charge:R:1 method="wB97M-V/def2-TZVPD" relative_energy_kcal_mol=7.1 homo_ev=-9.1 total_charge=0 gap_ev=9.5939 smiles="COCCNS(=O)(=O)c1ccc(OCC(=O)OC)c(Cl)c1" largest_force_ev_per_a=0.859
C -5.475413 -0.597608 -1.685020 -0.096 0.028 -0.006 -0.259
H -5.193998 0.419240 -1.394631 -0.012 -0.019 -0.022 0.191
O -5.752149 -1.403600 -0.560731 -0.026 -0.123 -0.056 -0.538
C -4.988302 -1.137862 0.590170 0.220 -0.187 0.188 -0.082
C -3.536794 -1.644980 0.542533 -0.651 0.030 0.407 -0.264
N -2.627138 -0.803518 -0.212750 0.270 0.768 0.157 -0.862
S -2.411789 0.759073 0.369601 0.413 -0.265 -0.705 2.306
O -3.151570 1.686227 -0.443209 0.259 -0.041 -0.136 -0.947
O -2.635749 0.742715 1.782479 0.139 -0.305 0.173 -0.936
C -0.670366 0.973204 0.041933 -0.521 0.038 0.142 -0.375
C 0.234023 0.360557 0.879845 0.091 0.076 -0.018 -0.123
C 1.598516 0.480184 0.652750 -0.130 0.041 -0.002 -0.126
C 2.067081 1.218906 -0.441703 -0.492 0.146 -0.065 0.321
C 1.115416 1.833778 -1.269804 0.189 -0.142 0.176 -0.243
C -0.236907 1.718786 -1.038630 -0.046 0.049 -0.010 -0.162
H -0.963886 2.201656 -1.671061 -0.025 0.099 -0.131 0.245
H 1.493739 2.406808 -2.101218 0.025 0.060 -0.095 0.235
O 3.338672 1.465767 -0.826431 -0.095 0.059 0.027 -0.476
C 4.458602 0.818040 -0.272428 0.419 -0.208 0.112 -0.172
C 4.450888 -0.704020 -0.398690 0.195 0.201 -0.096 0.775
O 5.277152 -1.412089 0.107057 0.066 0.066 0.002 -0.589
O 3.451339 -1.128905 -1.168477 -0.087 0.314 -0.154 -0.511
C 3.350442 -2.536290 -1.344481 0.126 -0.399 0.043 -0.262
H 2.572448 -2.693029 -2.086625 0.032 0.016 0.040 0.199
H 4.303417 -2.943413 -1.686879 -0.109 0.010 0.010 0.200
H 3.081414 -3.013041 -0.400088 0.009 0.028 -0.052 0.196
H 5.308236 1.191390 -0.855079 -0.123 -0.118 0.112 0.227
H 4.625626 1.086684 0.776346 -0.033 -0.113 -0.242 0.219
Cl 2.632643 -0.329300 1.791066 -0.128 0.001 0.223 0.019
H -0.131163 -0.198411 1.726050 0.103 -0.116 0.147 0.242
H -2.854494 -0.758415 -1.194914 0.052 0.098 -0.184 0.397
H -3.149265 -1.663964 1.562051 -0.107 -0.217 0.004 0.224
H -3.505138 -2.652154 0.120355 0.053 0.062 0.055 0.214
H -4.969296 -0.061049 0.808120 -0.155 -0.108 0.030 0.177
H -5.512969 -1.656347 1.396733 0.090 0.101 0.027 0.196
H -6.390919 -0.566358 -2.276361 0.106 0.029 -0.070 0.195
H -4.678283 -1.030540 -2.303446 -0.024 0.042 -0.033 0.148



25
Properties=species:S:1:pos:R:3:forces:R:3:nbo_charge:R:1 method="wB97M-V/def2-TZVPD" relative_energy_kcal_mol=39.7 homo_ev=-11.5 total_charge=0 gap_ev=12.1629 smiles=CCCC[C@H](C#N)[C@@H](C)C#N largest_force_ev_per_a=5.500
C -1.046652 0.002347 -2.516859 0.118 -1.127 -0.160 -0.620
C -0.745583 -1.128235 -1.467634 -0.508 -0.073 -0.636 -0.409
C -1.676385 -1.122290 -0.224799 0.026 0.657 -0.001 -0.402
C -1.201743 -0.265658 1.002479 -0.615 -0.704 0.189 -0.407
C 0.335964 -0.273508 1.272877 -0.205 0.192 1.447 -0.294
C 0.534138 -0.545164 2.764803 -0.528 0.876 -5.404 0.281
N 0.766247 -0.793765 3.830748 0.682 -0.785 3.924 -0.324
C 1.096851 1.066009 0.982915 1.428 -0.222 -1.352 -0.306
C 2.601341 0.830280 0.513250 -0.199 0.574 0.347 -0.602
C 0.451650 1.917651 -0.090970 1.783 -2.994 4.202 0.284
N -0.235037 2.655147 -0.580791 -2.054 2.567 -2.393 -0.315
H -0.126783 0.123295 -3.124762 -0.576 0.388 0.322 0.209
H -1.811766 -0.397480 -3.215721 0.240 0.498 0.437 0.205
H -1.393827 0.947975 -2.075804 0.331 -0.359 -0.228 0.225
H 0.339301 -1.113418 -1.251095 -0.539 -0.055 0.285 0.186
H -0.930922 -2.086902 -1.999309 0.304 0.471 0.342 0.212
H -1.916565 -2.142377 0.130342 0.403 0.393 -0.259 0.210
H -2.647208 -0.686855 -0.550022 0.487 -0.351 0.181 0.216
H -1.643477 0.749933 0.960597 0.701 -0.377 -0.099 0.231
H -1.673977 -0.728774 1.894799 0.188 0.320 -0.523 0.229
H 0.861492 -1.109051 0.771967 -0.509 0.430 0.076 0.252
H 1.182902 1.606787 1.941757 -0.583 0.250 -0.770 0.266
H 2.846862 -0.238118 0.396012 -0.083 0.499 0.061 0.217
H 2.775333 1.373967 -0.433428 -0.034 -0.526 0.369 0.228
H 3.278235 1.305593 1.250154 -0.258 -0.543 -0.357 0.227



32
Properties=species:S:1:pos:R:3:forces:R:3:nbo_charge:R:1 method="wB97M-V/def2-TZVPD" relative_energy_kcal_mol=8.1 homo_ev=-9.3 total_charge=0 gap_ev=9.7856 smiles=c1ccccc1.c1ccccc1.BrCCBr largest_force_ev_per_a=2.064
Br 1.265849 1.037738 -2.146915 0.011 0.605 0.675 -0.048
C 0.728330 2.201719 -0.604307 0.245 -0.113 -0.144 -0.417
C 1.227220 1.644530 0.742523 -0.749 0.234 -1.095 -0.439
Br 0.139467 2.581068 2.112922 0.563 -0.518 -0.312 -0.020
H -0.354718 2.238440 -0.721625 0.153 -0.163 0.402 0.231
H 1.110151 3.207973 -0.776800 0.115 -0.217 -0.192 0.225
H 2.285440 1.842849 0.912635 -0.273 0.116 0.071 0.234
H 1.058557 0.567831 0.761934 -0.159 0.237 0.458 0.237
C 3.841338 -0.463956 1.688620 -0.680 0.322 0.820 -0.222
C 4.360392 -0.410149 0.415976 0.758 -1.397 -0.042 -0.227
C 3.778278 -1.206879 -0.575380 -0.437 0.957 -0.565 -0.192
C 2.565366 -1.837363 -0.369261 -0.730 0.278 1.116 -0.215
C 2.035726 -1.858480 0.928778 0.223 0.245 0.025 -0.222
C 2.694678 -1.190795 1.951082 -0.146 -0.538 -0.274 -0.220
H 4.196535 0.097867 2.539839 0.663 0.159 -0.191 0.215
H 5.337302 0.025583 0.267026 -0.115 0.419 -0.270 0.219
H 4.128251 -1.167763 -1.596354 0.377 -0.001 -0.009 0.214
H 1.930942 -2.154966 -1.183543 0.354 -0.477 -0.177 0.222
H 1.092550 -2.311867 1.195698 -0.121 -0.272 -0.390 0.216
H 2.308112 -1.252142 2.957665 -0.076 0.142 0.086 0.214
C -4.201458 -0.280411 0.629284 1.340 0.263 0.114 -0.214
C -5.131441 -0.401584 -0.369638 -0.611 0.282 -0.778 -0.215
C -4.748315 -0.219551 -1.691060 -0.105 0.121 -0.016 -0.209
C -3.432266 0.047289 -2.026137 -0.823 -0.774 -1.334 -0.205
C -2.478112 0.059940 -1.062944 0.891 0.460 1.804 -0.230
C -2.855796 -0.066107 0.268406 -0.835 -0.167 0.384 -0.204
H -4.479748 -0.286154 1.672800 -0.036 -0.233 0.063 0.214
H -6.184020 -0.566695 -0.192999 -0.041 -0.061 0.358 0.212
H -5.490506 -0.240447 -2.475352 -0.092 -0.129 -0.038 0.209
H -3.196306 0.085712 -3.079340 0.234 0.347 -0.071 0.212
H -1.428332 0.264592 -1.212836 0.051 -0.166 -0.599 0.213
H -2.103466 0.012177 1.039304 0.052 0.036 0.120 0.209